A gas-phase ion, C5H9N2 (charge +1) at a distorted geometry, computed with ωB97M-V/def2-TZVPD.

Its SMILES is [NH+]#CCC1(N)CC1. Its energy above the lowest of the compared OMol25 structures with the same formula, charge and spin is 4.881 eV. As for the largest force on an atom: 4.6 eV/Å. As for the gap between HOMO and LUMO: 9.9 eV. As for the total energy: -305.0507 Eh. For the HOMO energy, the calculation gives -13.97 eV.

Structure (ORCA input):
```
! RIJCOSX wB97M-V def2-TZVPD def2/J DEFGRID3
* xyz 1 1
C -1.25704 0.52949 0.43001
C 0.11798 -1.24416 -1.18926
C -0.86164 -0.68038 1.12248
C 0.27973 -0.15384 -2.01429
C 0.06014 -0.11687 0.06814
N 0.38394 0.83721 -2.59531
N 1.34221 0.32386 0.50909
H -1.94597 0.50969 -0.35934
H -1.37863 1.38500 0.90562
H 1.01535 -1.93090 -1.07908
H -0.77776 -1.81209 -1.08915
H -1.38638 -1.68021 0.88445
H 0.30876 1.83514 -2.77509
H -0.65594 -0.52887 2.15794
H 1.74016 1.09847 -0.07012
H 1.97986 -0.43813 0.48152
*
```